Density functional theory data (ωB97M-V/def2-TZVPD) for a cluster of 11 separate species, C35H68N14O3 in total at a distorted geometry.

Computed properties:
- SMILES = NC(N)=O.NC(N)=O.NC(N)=O.CCCC#N.CCCC#N.CCCC#N.CCCC#N.CCCC#N.CCCC#N.CCCC#N.CCCC#N
- total energy (Ha) = -2366.75100

Geometry as ORCA input:
```
! RIJCOSX wB97M-V def2-TZVPD def2/J DEFGRID3
* xyz 0 1
O 12.285 -14.550 0.473
O 10.551 -20.656 2.667
O 14.311 -18.028 3.711
N 21.851 -19.551 0.877
N 17.560 -21.180 6.208
N 15.920 -18.589 0.681
N 11.357 -19.077 4.009
N 11.478 -18.217 10.799
N 12.740 -20.088 2.294
N 11.740 -16.728 0.587
N 16.321 -19.146 3.857
N 10.151 -12.470 5.321
N 12.411 -17.214 6.962
N 15.084 -18.411 5.748
N 13.835 -15.978 1.217
N 19.906 -13.693 0.820
N 17.471 -17.805 7.928
C 20.578 -19.236 4.502
C 19.089 -15.976 6.965
C 18.953 -21.624 9.579
C 17.517 -22.074 9.459
C 19.513 -14.791 0.878
C 11.332 -17.574 7.026
C 18.161 -16.985 7.532
C 19.704 -20.086 2.293
C 19.921 -20.384 3.771
C 12.611 -15.687 0.716
C 11.968 -12.881 3.615
C 11.534 -19.994 2.944
C 13.694 -13.586 5.368
C 9.890 -17.874 7.235
C 12.782 -14.083 4.159
C 9.277 -16.639 7.851
C 12.620 -18.195 11.026
C 17.206 -15.396 2.709
C 18.086 -14.165 8.541
C 14.402 -19.280 -2.389
C 18.890 -16.064 1.031
C 14.312 -18.235 -1.371
C 14.454 -16.427 9.465
C 17.199 -21.071 7.303
C 19.320 -14.868 7.934
C 9.308 -15.325 7.106
C 15.248 -18.462 4.358
C 14.032 -18.264 11.225
C 20.968 -19.846 1.536
C 18.319 -16.375 2.496
C 14.533 -20.728 -1.897
C 16.703 -21.032 8.672
C 14.766 -17.880 9.934
C 15.227 -18.426 -0.218
C 10.951 -12.571 4.493
H 14.779 -15.655 10.221
H 14.106 -14.437 5.913
H 14.659 -17.298 -1.795
H 19.027 -19.258 2.180
H 17.551 -14.342 2.703
H 10.758 -16.604 0.459
H 12.747 -12.133 3.417
H 16.720 -15.547 3.715
H 8.251 -16.862 8.051
H 15.226 -19.153 -3.081
H 15.824 -18.410 6.430
H 18.093 -16.236 0.302
H 17.432 -13.681 7.810
H 14.047 -16.829 1.667
H 19.781 -15.288 8.804
H 12.933 -20.982 1.881
H 10.241 -15.108 6.560
H 14.848 -16.157 8.459
H 19.969 -14.174 7.424
H 8.519 -15.300 6.373
H 11.490 -12.961 2.654
H 18.541 -13.310 9.092
H 13.544 -19.739 2.792
H 17.469 -14.772 9.207
H 12.131 -14.858 4.622
H 19.667 -16.807 0.817
H 19.169 -20.894 1.804
H 17.005 -19.738 4.329
H 13.860 -20.999 -1.046
H 9.378 -18.259 6.364
H 20.034 -16.475 6.776
H 19.638 -22.220 10.137
H 14.522 -18.546 9.112
H 16.377 -15.502 1.987
H 20.089 -18.251 4.406
H 9.967 -18.710 7.954
H 17.156 -22.107 10.453
H 12.180 -18.621 4.349
H 12.022 -17.610 0.925
H 14.602 -13.048 5.131
H 14.308 -17.572 12.035
H 14.403 -21.428 -2.739
H 17.299 -23.075 9.118
H 20.605 -21.206 3.752
H 18.988 -20.743 4.213
H 13.301 -18.059 -0.980
H 19.033 -20.622 10.035
H 16.825 -19.977 8.976
H 15.832 -17.965 10.054
H 13.530 -19.191 -3.022
H 13.277 -14.558 3.360
H 14.229 -19.270 11.532
H 20.690 -19.482 5.576
H 14.425 -15.194 1.378
H 14.209 -18.216 6.223
H 10.733 -19.569 4.642
H 16.216 -19.256 2.849
H 15.574 -20.899 -1.571
H 17.998 -17.441 2.554
H 9.656 -16.522 8.854
H 15.648 -21.178 8.727
H 13.131 -13.024 6.096
H 19.479 -21.492 8.641
H 9.103 -14.519 7.807
H 18.644 -15.592 6.049
H 21.637 -19.079 4.142
H 13.362 -16.283 9.337
H 19.057 -16.086 3.221
*
```

***

Density functional theory data (ωB97M-V/def2-TZVPD) for a cluster of 6 separate species, C35H69N5O21P6 in total at a distorted geometry.

Computed properties:
- SMILES = C#CCCCc1nc2c([PH2]=N)cc(CCCCN)c(C=C)c2nc1N=C=O.COP(=O)(OC)OC.COP(=O)(OC)OC.COP(=O)(OC)OC.COP(=O)(OC)OC.COP(=O)(OC)OC
- total energy (Ha) = -5276.89007

Geometry as ORCA input:
```
! RIJCOSX wB97M-V def2-TZVPD def2/J DEFGRID3
* xyz 0 1
P -4.183 3.972 -3.829
P 1.679 -3.941 0.029
P 2.150 6.296 3.182
P -0.471 -7.910 -3.490
P -0.662 9.714 -4.979
P -3.705 -2.343 -0.487
O -3.778 -3.647 -1.411
O 0.685 9.672 -4.083
O -3.268 2.739 -3.175
O 3.006 7.320 2.277
O -2.301 -1.889 -0.449
O -3.621 3.603 -5.295
O 0.632 -8.326 -2.381
O -4.654 -1.543 -1.524
O -5.482 4.857 -4.374
O 2.792 4.951 2.481
O -4.338 -1.612 0.852
O -0.720 -6.416 -2.856
O 6.671 -6.516 5.542
O -0.432 10.001 -6.408
O -1.120 11.082 -4.277
O -1.779 -8.563 -3.288
O 0.726 6.188 2.811
O -3.449 5.123 -3.226
O 2.249 7.280 4.444
O -0.866 8.089 -4.969
O 0.312 -8.719 -4.629
N -1.629 -1.022 4.092
N 1.677 -2.981 -1.218
N 2.858 -5.231 2.410
N 4.384 -5.968 5.662
N 3.914 -3.905 4.670
C 3.877 -5.186 4.568
C 3.920 -1.090 4.802
C 1.523 0.814 3.607
C 0.267 -5.401 -3.193
C 1.038 7.655 5.107
C -2.356 3.048 -2.123
C 2.671 0.394 2.689
C 2.776 -1.092 2.657
C -3.251 4.674 -6.166
C -1.451 7.472 -3.789
C -5.609 -2.085 1.351
C 3.378 -7.343 3.395
C 0.961 -8.136 3.304
C 2.218 -7.948 4.182
C 2.865 -3.868 2.530
C 0.155 0.444 3.036
C 4.106 4.523 2.898
C 2.328 -3.114 1.496
C 5.577 -6.195 5.609
C -4.487 -0.134 -1.681
C 3.351 -1.795 3.691
C 4.106 -1.575 6.064
C -0.723 -6.215 3.927
C -0.337 -0.977 3.416
C 3.355 -5.853 3.434
C 1.846 9.075 -4.655
C -0.019 -7.138 3.661
C -2.549 -4.270 -1.809
C 2.734 7.365 0.877
C -1.455 12.192 -5.113
C 0.198 -8.476 -1.032
C -6.668 4.154 -4.811
C 2.264 -1.762 1.547
C -0.415 -9.688 -5.392
C 3.376 -3.203 3.628
H -1.196 -5.299 4.136
H 1.826 -1.218 0.731
H -2.809 -5.178 -2.345
H -1.998 -3.609 -2.474
H -1.431 6.396 -3.924
H 1.737 6.989 0.651
H 0.183 0.517 1.958
H -0.551 1.152 3.444
H -2.343 -1.146 3.394
H 0.442 -7.579 -0.459
H -1.944 -4.536 -0.946
H -7.361 4.889 -5.210
H 0.433 8.272 4.448
H 1.266 -5.739 -2.902
H 1.205 -8.028 2.257
H 2.477 0.763 1.691
H 1.798 9.065 -5.743
H 2.514 -8.892 4.614
H 0.265 -10.048 -6.161
H 1.937 -7.308 5.007
H -5.906 -1.435 2.170
H 4.331 -7.687 3.773
H -2.360 4.358 -6.704
H -1.801 -0.183 4.623
H -4.050 4.866 -6.882
H 2.239 -3.369 -1.961
H -1.824 12.976 -4.453
H 1.961 8.054 -4.285
H -0.708 -10.516 -4.753
H 4.237 -0.075 4.610
H 0.028 -4.498 -2.641
H -6.425 3.433 -5.596
H -1.288 -9.252 -5.869
H 0.473 6.788 5.437
H -2.232 11.939 -5.828
H 0.253 -5.184 -4.261
H 3.478 6.779 0.334
H -0.567 12.546 -5.630
H -6.372 -2.043 0.570
H 3.315 -1.856 6.739
H -2.856 3.501 -1.270
H -0.453 -1.531 2.495
H 1.554 1.886 3.768
H -3.032 5.586 -5.612
H 4.080 4.202 3.940
H -4.628 0.117 -2.729
H 0.439 -1.478 3.986
H 1.331 8.238 5.978
H 2.806 8.403 0.565
H -2.485 7.788 -3.669
H -0.880 7.729 -2.894
H -5.250 0.378 -1.090
H -0.873 -8.666 -0.973
H 4.401 3.682 2.276
H 0.736 -9.323 -0.610
H -1.572 3.703 -2.493
H 2.480 -5.072 -0.169
H -3.501 0.204 -1.366
H 5.118 -1.728 6.408
H 3.623 0.822 2.988
H 2.704 9.665 -4.339
H 0.538 -9.121 3.438
H -5.521 -3.105 1.724
H 1.708 0.352 4.571
H 4.835 5.328 2.777
H -1.918 2.100 -1.812
H -7.141 3.641 -3.975
H 0.359 -4.324 0.332
H 3.321 -7.694 2.377
*
```